No. 1
Molecular formula: CH4FOP
Method: DFT, ωB97M-V/def2-TZVPD

Structure (XYZ):
```
8
Properties=species:S:1:pos:R:3:forces:R:3:mulliken_charge:R:1
C -0.212733 0.281730 0.559832 0.8691 2.6047 2.0211 -0.2935
O -1.601795 0.344779 0.529051 -1.9275 1.2364 -3.8103 -0.5093
F 1.976561 -0.643419 0.095854 2.0658 0.3062 0.3886 -0.1812
P 0.550230 -1.205793 -0.128499 -0.9318 -0.8250 -1.9269 0.1886
H 0.338971 1.270109 0.220277 -1.0411 -1.8344 0.3960 0.2909
H -0.040902 0.267885 1.718784 0.3702 -0.2705 -1.8846 0.2411
H -1.919406 0.685823 -0.423060 1.0846 -1.2327 3.1747 0.3417
H 0.909075 -1.001115 -2.572239 -0.4893 0.0152 1.6414 -0.0784
```
Positions in Å, forces in eV/Å.

Summary:
Total energy   -556.81994 Ha



No. 2
Molecular formula: C6H14ClO2RhZr
Method: DFT, ωB97M-V/def2-TZVPD

Structure (XYZ):
```
25
Properties=species:S:1:pos:R:3:forces:R:3:mulliken_charge:R:1
Rh -0.446932 -0.382123 -2.473983 -0.3631 0.5905 -1.7977 0.1918
Cl -0.053343 1.969509 -1.712947 0.0215 0.2200 0.1338 -0.4845
C -2.440833 -0.353789 -3.097343 -0.9158 -0.0118 -0.2779 -0.9662
C 1.023018 -0.329105 -4.002225 0.7398 -0.1714 -0.6765 -0.8460
H -2.573221 -0.902278 -4.039276 0.0932 0.1845 0.2213 0.3020
H -3.019150 -0.825036 -2.293887 0.0104 0.0770 -0.1638 0.2822
H -2.738481 0.696206 -3.211396 0.0377 -0.2059 -0.0216 0.2781
H 0.714935 -0.903316 -4.887264 -0.0166 0.1754 0.3040 0.2761
H 1.920841 -0.775746 -3.557202 -0.1117 0.1085 -0.1289 0.2658
H 1.214449 0.720293 -4.262761 -0.1187 -0.2743 0.1192 0.2399
Zr -0.149016 0.275254 0.088571 -0.3167 -0.7743 1.3997 1.4952
C 1.769807 0.170140 1.126623 0.3775 -0.0918 -0.2422 -1.1438
C -0.033578 -1.689808 -0.998492 -0.0059 -0.5278 0.8630 -0.9922
H 2.302534 -0.781607 0.971310 -0.1112 0.3671 0.0617 0.3006
H 2.404395 1.006411 0.777112 -0.1176 -0.2446 0.2186 0.3108
H 1.559436 0.305006 2.193838 0.1136 0.0370 -0.0145 0.3364
H 0.809679 -2.277817 -1.410814 0.1053 0.3487 0.5051 0.2509
H -0.891106 -2.398560 -1.034724 0.1158 0.3720 0.1947 0.2553
C -2.972898 1.050371 3.067544 0.1808 -0.0092 -0.1833 -0.9869
C -1.878006 0.911779 2.032904 0.6572 -0.3742 -0.7743 1.2657
O -0.953683 1.751517 1.791697 -1.0935 -0.8501 0.2379 -0.6840
O -1.897812 -0.184945 1.315444 0.3829 0.8798 0.2131 -0.8179
H -3.594685 1.924900 2.850774 0.1926 -0.0889 -0.0087 0.2959
H -2.567299 1.165147 4.078248 0.0747 0.0365 -0.2690 0.3006
H -3.581435 0.144697 3.014494 0.0679 0.2270 0.0863 0.2743
```
Positions in Å, forces in eV/Å.

Summary:
Total energy   -1005.15655 Ha
Expectation value of S²   6.01
Multiplicity   5



No. 3
Molecular formula: C29H91N23O14
Method: DFT, ωB97M-V/def2-TZVPD

Structure (XYZ):
```
157
Properties=species:S:1:pos:R:3:forces:R:3:mulliken_charge:R:1
C -1.346902 -0.947287 4.640210 0.1805 0.5333 -2.0793 -0.1958
O -1.356475 -0.375189 3.531393 -0.8151 -0.3291 1.3692 -0.1722
N -2.154065 -0.658516 5.683035 -0.8696 0.8277 0.8859 -0.3507
N -0.591812 -2.016655 4.856180 0.2990 -0.5642 0.4006 -0.2716
H -2.019363 -1.144192 6.551430 -0.0637 -0.0356 0.0013 0.1589
H -2.662721 0.206649 5.755753 0.1448 0.0231 -0.4148 0.2586
H 0.088991 -2.266825 4.153303 0.3279 -0.1018 0.4468 0.1147
H -0.439034 -2.204217 5.830875 0.6564 -0.6776 -0.2434 0.1783
C 2.294557 2.651030 -2.350942 -0.0707 -0.1435 0.3705 0.3070
O 3.522653 2.745089 -2.385378 -0.7039 0.0578 0.0933 -0.6781
N 1.564237 1.542126 -2.612224 1.6072 -0.3631 0.1184 0.5996
N 1.441170 3.648118 -1.974279 -0.1313 1.7099 0.3884 -0.1421
H 0.588982 1.697463 -2.824969 -0.2539 -0.6183 -0.4207 -0.1050
H 2.139865 0.804715 -2.998567 -0.7289 -0.3152 -0.3925 -0.0646
H 0.479472 3.462541 -1.740672 0.0371 -0.2752 -0.1223 -0.0858
H 1.777802 4.547355 -1.673023 0.3337 -0.2006 -0.1089 0.2512
C -7.432035 1.337340 0.101446 -0.6511 -1.3924 -0.1018 0.5250
O -8.302834 0.508110 -0.139676 0.1243 0.5265 -0.1145 -0.6948
N -6.496706 1.718002 -0.794206 0.5128 0.2317 -0.8580 -0.2479
N -7.241155 1.895182 1.317861 -0.1329 0.4369 0.7098 -0.3434
H -5.720698 2.295533 -0.504516 -0.0737 0.0983 -0.1736 0.1783
H -6.680476 1.486104 -1.753556 0.2423 0.0289 0.0539 0.1541
H -8.028848 1.773049 1.933394 0.1303 0.1844 0.0810 0.2215
H -6.757780 2.781955 1.283906 0.0400 0.0107 0.5947 0.1997
C -4.216726 -2.279732 2.104213 -1.5176 -2.7480 -0.4131 0.5217
O -5.252071 -2.646053 1.521613 0.8270 1.1343 0.2924 -0.7039
N -3.035222 -2.254689 1.448342 0.0256 0.2920 -1.0946 -0.0715
N -4.138407 -2.289884 3.442479 0.3312 0.8532 1.8779 -0.2881
H -3.247791 -2.356369 0.468568 0.7910 0.1263 -0.0897 0.0609
H -2.186032 -1.805028 1.747019 -0.1860 0.0513 0.2175 -0.0642
H -4.944086 -2.451718 4.019581 -0.2343 0.0890 -0.4505 0.2228
H -3.337830 -1.918932 3.926214 -0.0527 -0.0697 -0.2012 0.3573
C 2.811186 -1.505279 4.045259 -0.9126 -0.8837 0.8657 0.7012
O 2.220284 -2.472643 4.541967 0.0954 0.1172 -0.6680 -0.7988
N 2.929435 -1.257491 2.727626 0.0686 -0.1822 -0.2958 0.4136
N 3.326638 -0.555352 4.865610 0.8036 1.3288 -0.5545 -0.3417
H 3.505111 -0.532406 2.320480 -0.1941 0.1851 -0.0113 -0.1671
H 2.504554 -1.884111 2.065003 0.0727 -0.1302 0.1634 -0.2413
H 3.307157 -0.591288 5.865822 -0.0944 -0.4328 -0.0912 0.2120
H 3.739616 0.242308 4.409802 0.1785 0.0364 0.3751 0.1331
C -3.633305 3.378744 2.022103 -1.6640 -0.5924 -2.0323 0.3497
O -4.576754 3.535824 1.218094 0.1032 0.0426 0.6739 -0.7569
N -3.519758 2.295464 2.805463 -0.0920 -0.2385 0.4653 -0.0673
N -2.622537 4.233399 2.060518 1.9052 1.1988 0.4880 -0.2444
H -4.373672 1.797874 2.989834 0.2353 -0.2884 -0.1019 0.2151
H -2.647890 2.125712 3.291278 -0.3010 -0.2160 0.2632 0.2484
H -1.824435 4.044284 2.648878 -0.1612 -0.0496 0.0790 0.0579
H -2.523895 4.960357 1.374926 -0.3280 -0.1958 -0.1325 0.1828
C -3.372013 -2.748709 -4.957866 -0.0169 1.0847 0.2567 0.4694
O -2.286126 -2.972480 -4.427768 -0.3390 -0.1809 -0.1959 -0.7721
N -4.194767 -1.743709 -4.570886 -0.3694 0.8062 0.4812 -0.3746
N -3.831074 -3.408965 -6.030411 0.3973 -1.3990 -0.9174 -0.4572
H -5.134193 -1.614591 -4.902159 0.0540 -0.3264 -0.1992 0.1736
H -3.968888 -1.179332 -3.771675 0.1936 -0.4450 -0.1853 -0.2377
H -3.214163 -4.115330 -6.397586 -0.1517 0.0188 -0.0317 0.2746
H -4.603262 -3.122117 -6.602025 -0.0275 0.1317 0.1809 0.1588
C 0.847936 -1.170445 -4.772270 1.4210 -0.1368 -0.1743 0.6319
O 1.988643 -0.696020 -4.708812 -0.7239 -0.0260 0.3811 -0.6760
N 0.151015 -1.158935 -5.927848 -0.6731 0.2278 -0.2187 -0.3695
N 0.222470 -1.815399 -3.771110 0.1698 -0.1452 1.2474 0.0992
H 0.555640 -0.649415 -6.691762 -0.2101 -0.2640 -0.1626 0.2390
H -0.656189 -1.758897 -5.968559 -0.0273 0.2104 -0.5432 0.1385
H 0.756526 -1.987761 -2.935763 0.0584 0.1091 -0.1174 -0.1274
H -0.731959 -2.153544 -3.788172 0.1054 0.0557 -0.2945 0.2360
C 0.046542 2.392046 4.826261 -0.8416 -0.1856 -0.2315 0.3739
O -0.970730 2.514023 4.130063 1.0369 0.0986 -0.0893 -0.6283
N -0.017670 2.614669 6.157262 -0.6613 0.3637 1.4826 -0.5273
N 1.281725 2.053501 4.437115 0.5791 -0.3207 -0.7967 0.1969
H 0.662627 2.253169 6.801974 0.0933 -0.0170 -0.1503 0.1658
H -0.942066 2.734122 6.537874 0.0688 0.1207 -0.1074 0.2715
H 1.494621 1.690082 3.521281 -0.3702 0.0315 -0.0551 -0.3470
H 2.026233 2.035868 5.107989 -0.0184 -0.0041 -0.0099 0.1875
C 1.794786 -4.443712 -0.808347 0.8881 -0.9654 -0.2523 0.9513
C 1.336511 -5.923716 -0.731106 1.1050 0.4227 1.2986 0.3778
C 2.230920 -6.661092 0.345393 -2.1590 -1.2186 -0.7635 -1.1958
O 3.594757 -6.773088 0.096572 0.6737 1.5208 0.9757 -0.2877
C 3.993841 -7.487431 -1.026338 -0.8264 -0.2398 -0.7582 -0.7626
N -0.075003 -5.958034 -0.345057 0.2611 -0.0105 -0.1246 -0.7005
H 2.230470 -4.272783 -1.794029 -0.2319 0.4898 -0.0343 0.3552
H 2.633090 -4.341303 -0.118637 0.0009 0.2805 0.0101 -0.9669
H 1.043010 -3.713398 -0.525769 -0.1975 -0.2034 -0.2701 -0.3698
H 1.457895 -6.427097 -1.693718 0.3149 0.0318 -0.0410 0.3863
H 1.795626 -7.667833 0.455695 0.0799 -0.3994 -0.4085 0.5689
H 2.003141 -6.293992 1.347412 0.6688 0.8261 -0.1045 0.3603
H 5.077036 -7.505459 -1.132178 0.0009 -0.1425 0.5905 0.2346
H 3.646738 -7.022051 -1.956128 -0.2082 -0.0408 -0.0078 0.2910
H 3.548039 -8.485098 -0.942086 0.3571 -0.2468 -0.3597 0.3364
H -0.369752 -6.900334 -0.112149 -0.0303 -0.0743 -0.1219 0.2427
H -0.524557 -5.705487 -1.218702 -0.6855 -0.0037 0.3112 0.2616
C 4.247220 -0.762514 -2.309045 -0.2960 -0.5072 0.1192 -1.4475
C 5.145913 -0.222040 -1.168039 -1.9177 0.5235 -1.8903 3.3678
C 5.659754 -1.350283 -0.275726 0.5236 0.8262 0.3499 -1.4900
O 4.685559 -2.278209 0.143042 -0.4496 0.3887 -0.3634 0.1425
C 5.168160 -3.251907 1.053713 0.9033 1.6493 0.0597 -0.8686
N 6.181869 0.631759 -1.735032 1.1853 -0.1173 0.3122 -0.9119
H 3.223910 -0.934172 -1.963685 0.1177 -0.6197 0.2121 -0.0888
H 4.687090 -1.672465 -2.724856 -0.2586 -0.2514 0.0877 0.4610
H 4.068011 -0.126729 -3.177626 0.6026 0.5342 0.2663 0.5638
H 4.501005 0.473442 -0.634870 0.3156 -0.3335 0.5008 -1.7341
H 6.064469 -0.863191 0.618783 0.4271 -0.0682 0.0230 0.4110
H 6.461847 -1.858086 -0.823418 0.1659 -0.1544 0.0923 0.4033
H 4.324934 -3.927188 1.141740 0.7394 -0.7599 0.2051 0.1525
H 5.494240 -2.824271 2.014532 -1.0866 0.3992 0.4036 0.2441
H 6.195289 -3.528883 0.785519 -0.4899 -1.3389 -0.9222 0.3818
H 6.638642 0.203462 -2.533329 0.0458 -0.3596 0.1472 0.2637
H 5.778261 1.471761 -2.132610 -0.3826 0.0231 0.3356 0.3490
C -2.745654 2.880210 -5.089630 0.3442 -0.4773 1.3975 -1.8495
C -1.998743 3.005696 -3.753763 -0.6028 1.4047 0.4152 1.0450
C -2.855744 3.563561 -2.595736 0.3054 -0.6427 -0.7629 -1.3378
O -2.026834 4.039156 -1.516945 -0.7290 -0.6971 -1.0695 0.2598
C -1.394766 5.278269 -1.783062 -0.3808 -0.0645 1.2045 -0.9395
N -1.343311 1.788133 -3.297129 -0.0344 0.3634 -0.3896 -0.0248
H -3.508339 2.109847 -4.958050 -0.0948 -0.0497 -0.5546 0.3253
H -1.949593 2.598384 -5.778045 -0.5051 -0.1207 -0.5218 0.4160
H -3.190312 3.841231 -5.340828 -0.0071 -0.0906 -0.2602 0.4964
H -1.317977 3.834516 -3.982563 0.6833 -0.3553 0.2993 -0.1213
H -3.505426 2.768294 -2.221879 0.2728 -0.1510 0.4720 0.2127
H -3.584588 4.240251 -3.053348 0.3452 0.9520 0.5290 0.5450
H -0.701097 5.284883 -2.624454 -0.3356 0.0384 -0.2525 0.3734
H -0.802943 5.449230 -0.880139 0.0828 0.2367 -0.0752 0.1456
H -2.191270 6.025684 -1.803375 0.3423 0.3864 -0.4957 0.3325
H -1.832530 1.476928 -2.467136 0.1656 -0.5018 -0.0439 -0.5310
H -1.428780 1.079832 -4.017474 0.1786 -0.2669 0.1806 0.1186
C 0.271533 -1.292053 -0.055201 0.0216 1.8090 -1.3710 -0.8352
C -0.295122 0.128393 0.134881 -0.8013 0.7943 0.3324 1.4725
C -1.846533 0.324125 -0.034076 1.0999 -0.8826 -0.6415 -1.3206
O -2.285259 -0.471549 -1.141614 0.0382 -0.1729 0.6482 0.2471
C -3.691914 -0.507323 -1.406770 1.1733 0.4996 0.7962 -0.4343
N 0.115594 0.685382 1.427320 -0.8538 -0.0474 0.7614 1.4881
H -0.074934 -2.112496 0.569340 -0.1109 0.2731 0.2663 0.5090
H 1.348345 -1.113719 -0.014710 0.1445 -0.5894 0.3104 0.0437
H 0.055510 -1.496140 -1.105001 -0.0725 -0.5233 0.1518 -0.4318
H 0.152962 0.861602 -0.539449 0.2608 -0.7964 -0.7608 -0.4277
H -2.061060 1.357976 -0.321566 0.0115 0.3040 0.6333 0.2791
H -2.273403 0.050416 0.930939 -0.6260 0.1297 -0.1977 0.9215
H -3.668601 -0.491341 -2.486816 -0.7596 -0.0296 0.1292 -0.0630
H -4.212721 0.365088 -1.006747 0.0394 0.1612 -0.1479 0.2950
H -4.148995 -1.374154 -0.929336 -0.2274 -0.1557 -0.5011 0.6548
H -0.251917 0.080880 2.165887 0.3934 -0.0730 -0.0742 -0.5794
H -0.492402 1.491015 1.579521 0.2583 0.3559 0.0319 -0.4281
C 4.594278 3.257826 1.094651 -0.6002 0.6038 0.2840 -1.5085
C 3.345602 2.630465 1.733668 0.2570 0.7523 -0.7361 0.4954
C 2.076705 3.523958 1.652584 0.9175 -0.9586 0.6166 1.4157
O 2.225871 4.680197 2.481360 -0.8044 -1.1312 -0.7597 -0.4611
C 0.982969 5.340848 2.689909 0.9111 0.9583 -0.5715 -0.2343
N 3.074342 1.376484 1.050840 -1.1510 -0.5111 -0.0664 1.0956
H 4.790562 4.275115 1.438333 -0.0501 -0.0764 0.3473 0.3952
H 4.379036 3.374749 0.029966 0.2311 -0.3059 -0.1349 0.2307
H 5.488727 2.659611 1.260144 -0.0767 -0.1309 -0.1665 0.3945
H 3.500896 2.369077 2.785810 0.2176 0.2877 0.1356 -0.0142
H 1.246289 2.902672 1.996674 -0.1272 0.1878 0.3980 -0.8988
H 1.826712 3.605728 0.588124 0.2797 1.1213 -0.1385 -0.2055
H 1.047243 5.797154 3.676497 -0.3202 -0.0114 0.0025 0.2399
H 0.076582 4.749693 2.559549 0.2961 -0.5043 0.2883 -0.2043
H 0.941581 6.126887 1.928547 -0.3229 0.2693 0.1529 0.3404
H 3.090650 1.431811 0.035016 0.6672 0.5807 -0.0417 -0.3442
H 2.064783 1.256642 1.162746 -0.0893 -0.9007 0.4144 -0.7025
```
Positions in Å, forces in eV/Å.

Summary:
Total energy   -3472.52445 Ha



No. 4
Molecular formula: C10H20AuClI2NO2P
Method: DFT, ωB97M-V/def2-TZVPD

Structure (XYZ):
```
38
Properties=species:S:1:pos:R:3:forces:R:3:mulliken_charge:R:1
I 1.972397 -1.581738 -4.556889 1.0795 0.7292 1.3671 0.5445
I 3.709943 -0.799701 -2.587074 -1.2074 -0.4944 -1.5069 0.3738
Au 0.276418 -1.524476 -0.515166 -1.1232 0.3960 -0.6894 0.4541
P 0.230622 -3.909783 -0.518879 -0.2615 -0.8246 0.3295 0.3513
C 1.370047 -4.526762 0.767551 0.0257 -0.2625 -0.1586 -1.1023
C -1.470428 -4.467217 -0.181807 -0.0862 -0.2483 -0.1506 -0.9527
H 0.105709 -3.799724 -2.889211 0.1035 -0.3553 0.2909 0.3220
H 0.845248 -5.370960 -2.403567 0.0668 0.3131 0.0837 0.4234
H 1.789782 -3.831171 -2.366974 -0.1466 -0.3171 0.2739 0.1798
C 0.805493 -4.290931 -2.198057 -0.0910 -0.3880 -0.1756 -0.7871
H -2.139680 -3.959764 -0.891480 0.2532 -0.2233 0.2344 0.3522
H -1.601309 -5.559018 -0.274979 0.2103 0.3899 0.0383 0.4012
H 1.441761 -5.627793 0.772478 -0.0395 0.4219 -0.0165 0.3908
H 1.020993 -4.189144 1.755840 0.0061 -0.1410 -0.3325 0.3771
H -1.754869 -4.160290 0.836773 0.2023 -0.0971 -0.2948 0.3527
H 2.370044 -4.103107 0.594092 -0.2309 -0.1921 0.0055 0.3546
C 1.494472 -1.303054 0.938235 3.2877 2.3619 4.1050 0.3822
O 2.156114 -1.008697 1.839573 -2.1818 -1.4655 -2.9584 -0.2789
Cl -1.321338 -1.798657 -2.178715 0.0550 0.6936 -0.4681 -0.4563
O 0.092267 1.008845 -0.860478 0.2511 -1.6746 -0.9071 -0.3457
C 0.006935 2.025339 -0.188053 0.1381 1.3157 1.3177 0.3956
C -0.278996 3.368903 -0.836851 0.3500 -0.4982 -0.1645 -0.6560
C -1.584719 3.955790 -0.304550 -0.2010 0.5144 -0.0492 -0.6186
C -1.363286 4.805217 0.949792 -0.2439 -0.1110 0.0137 -0.6282
C -1.028350 3.953545 2.173183 -0.0733 0.3041 0.2381 -0.6898
C 0.265744 3.151617 2.045199 -0.1394 0.5049 0.2387 -0.6906
N 0.138524 1.989434 1.168927 0.4704 -0.3395 -0.6404 0.0583
H 0.565191 4.041069 -0.623497 -0.1847 -0.0629 0.0276 0.3799
H -0.298728 3.235483 -1.930325 -0.0569 -0.1908 0.5051 0.2964
H -2.016783 4.582567 -1.092961 0.0104 -0.1506 0.1645 0.3542
H -2.303336 3.147006 -0.089388 0.1428 0.2945 -0.1498 0.3406
H -0.563967 5.542488 0.774822 -0.1472 -0.2036 -0.0257 0.3123
H -2.270037 5.386143 1.151582 0.1298 -0.1210 0.0377 0.3332
H -0.917916 4.623480 3.031800 0.0250 -0.1080 -0.0201 0.3382
H -1.870767 3.286688 2.405963 0.2312 0.0340 -0.0569 0.3132
H 1.070162 3.822854 1.693604 -0.1698 -0.3111 0.1389 0.3100
H 0.556326 2.765776 3.031416 -0.0421 0.1147 -0.3130 0.4124
H 0.500319 1.119744 1.558070 -0.4125 0.3923 -0.3324 0.1021
```
Positions in Å, forces in eV/Å.

Summary:
Total energy   -2130.27243 Ha
Expectation value of S²   2.01
Multiplicity   3
Charge   +2



Q: Look up the total energy of the fourth one.
A: -2130.27243 Ha



Q: Which of these has the highest total energy?
A: CH4FOP